Here is a cluster of 10 separate species, C42H100N4O10 in total at a distorted geometry from the OMol25 dataset. Energies are from wB97M-V/def2-TZVPD.

ORCA input file:
```
! RIJCOSX wB97M-V def2-TZVPD def2/J DEFGRID3
* xyz 0 1
O -20.36067 2.95530 16.15063
O -15.37949 6.09201 18.33451
O -14.84876 8.04860 12.31621
O -13.98195 9.01446 15.18986
O -15.38435 1.83660 15.41269
O -13.51003 8.03206 17.76192
O -16.42602 10.01120 17.48792
O -17.58466 6.13391 16.59725
O -17.98021 1.34635 16.33536
O -20.43106 5.53670 16.87397
N -14.97409 9.00171 11.25593
N -17.17412 0.68029 17.34324
N -14.30904 2.30959 14.55304
N -17.16771 11.24972 17.27716
C -13.44264 7.48642 9.76444
C -16.05589 3.62149 13.40505
C -12.58729 9.34214 11.12538
C -15.72092 6.56760 19.62293
C -18.70979 13.57200 17.96621
C -13.23981 0.16193 14.47299
C -13.88551 1.27291 13.58975
C -14.68767 3.66218 14.06766
C -21.50185 6.35761 16.20489
C -16.39543 0.74010 19.67159
C -13.82331 8.86208 10.37251
C -19.40462 12.25828 17.45428
C -12.12363 7.91317 17.86267
C -17.51462 6.95761 15.39524
C -15.83204 12.50318 19.07850
C -16.41416 12.53924 17.66291
C -12.69636 9.36044 14.68607
C -16.99767 -1.34543 16.03007
C -17.41849 13.68044 17.28738
C -16.47548 9.67049 9.45605
C -14.68341 4.55573 15.27443
C -19.16859 9.85763 16.77076
C -18.73134 10.47223 19.12031
C -12.80540 1.85612 12.72964
C -17.28037 1.46944 18.62158
C -16.34528 8.73593 10.65607
C -18.56397 10.94476 17.68833
C -17.32028 9.27374 11.68387
C -15.07249 0.67430 12.80667
C -18.70527 1.69033 19.14319
C -19.01393 -0.96984 17.53365
C -15.27513 12.55205 16.72568
C -16.63808 7.28511 10.43303
C -16.88725 -0.65916 19.80699
C -13.23152 3.10518 12.07424
C -16.69844 -1.37240 18.46579
C -17.46860 -0.73597 17.30756
C -15.26436 9.63161 8.48697
C -14.01876 9.85407 9.28464
C -16.62349 2.87856 18.47060
C -13.60257 4.13997 13.10888
C -21.53305 2.27098 15.71226
H -19.62948 2.34647 16.16676
H -14.57478 5.63533 15.08111
H -18.54776 5.91643 16.75595
H -17.22343 3.40859 17.77674
H -15.40885 0.86597 19.31898
H -18.16117 10.96401 19.92738
H -16.86745 7.07600 9.38803
H -17.55220 13.71032 16.19676
H -15.33245 11.55229 19.23869
H -14.43236 12.01799 17.17511
H -16.31570 1.23453 20.64831
H -18.75456 2.57416 19.77366
H -12.17899 8.66001 11.86497
H -19.50399 12.46140 16.44083
H -17.26518 8.61977 12.53106
H -13.95894 -0.19496 15.26252
H -16.61780 12.55800 19.82454
H -11.70250 8.68437 17.17234
H -17.38745 1.51377 15.58502
H -17.01550 14.65305 17.48259
H -13.13465 6.81642 10.52920
H -17.90486 -0.73262 20.20567
H -15.90516 9.97654 16.65620
H -21.33357 1.21457 15.64154
H -21.30995 6.88027 15.28882
H -18.47790 9.39731 19.15824
H -11.69854 6.95946 17.55814
H -18.36007 9.11492 11.27208
H -12.73286 9.72485 13.61083
H -22.23916 2.43887 16.53662
H -15.36918 10.39197 7.67959
H -21.69755 7.12371 16.99961
H -17.56664 7.05076 10.88089
H -15.63202 4.50374 15.82160
H -20.37959 12.10590 17.93626
H -15.92071 0.41554 13.46506
H -18.43464 7.28735 14.94971
H -15.38621 1.26337 11.93077
H -15.06726 13.28294 19.25105
H -16.85232 6.45922 14.69577
H -13.00441 -0.69988 13.85866
H -19.30309 -0.74005 18.53256
H -17.19059 10.31837 11.94746
H -18.61601 13.60891 19.08250
H -16.21443 5.78216 20.21815
H -19.14567 -1.99814 17.28720
H -20.26288 9.95346 16.85455
H -19.75373 10.53865 19.53447
H -12.75538 10.26910 11.70740
H -18.91995 10.17446 15.71530
H -12.43631 3.52584 11.42077
H -14.72127 -0.32256 12.44768
H -19.39414 1.92564 18.33463
H -15.25507 8.65105 7.94452
H -20.26321 4.91628 16.18516
H -14.27026 7.04452 9.22884
H -16.51031 10.73777 9.79250
H -19.01077 0.74715 19.70847
H -12.63362 7.62849 9.02966
H -16.63691 2.72841 13.66366
H -15.94992 -1.15651 16.00406
H -14.01638 2.84970 11.29222
H -12.08805 8.46943 14.67007
H -15.45632 11.95159 15.81661
H -14.88045 13.57385 16.40947
H -12.41075 0.53417 15.01275
H -12.50289 1.04180 12.02346
H -16.85757 -2.45106 18.48457
H -18.80118 8.87498 16.97821
H -15.08234 2.10925 16.30241
H -17.36056 9.47233 8.91576
H -16.59443 3.41017 19.47637
H -15.59755 -1.25851 18.19166
H -12.16530 10.15758 15.21107
H -13.74541 8.57588 16.10021
H -16.11310 3.58799 12.33068
H -13.96166 10.81151 9.79102
H -14.82524 6.84650 20.18360
H -13.87212 5.17801 12.70531
H -21.94978 2.71941 14.85067
H -16.38106 -1.17144 20.62343
H -12.74538 4.29936 13.72800
H -16.60895 4.49673 13.73428
H -13.16439 9.90212 8.60197
H -15.84560 6.70243 10.75112
H -15.65160 2.78061 18.15622
H -16.21677 6.05699 17.81578
H -11.82645 9.51615 10.37724
H -19.63208 -0.25446 16.93059
H -16.23862 7.55042 19.53892
H -11.69415 8.10158 18.91965
H -19.44174 14.35026 17.73631
H -17.61065 -0.87835 15.22896
H -13.93347 7.20251 18.02472
H -16.98170 7.86327 15.64749
H -17.13008 -2.40129 16.08797
H -14.76450 8.56797 13.15461
H -13.80677 4.35869 15.95113
H -22.37315 5.71388 16.13033
H -11.92548 1.95338 13.45220
*
```

The HOMO energy comes out at -8.04 eV. For the energy above the lowest of the compared OMol25 structures with the same formula, charge and spin, the calculation gives 84.19 kcal per mole. As for the orbital gap: 8.7 eV. The LUMO energy comes out at 0.645 eV. The value obtained for the total energy is -71603.0120 eV.